Entry 1:
The following is a DFT calculation (the ωB97M-V functional and the def2-TZVPD basis) of C25H47Br2NO3Si2Sn as an isolated structure at a distorted geometry.

Values from the calculation:
- energy (eV) = -195988.074
- HOMO-LUMO gap (spin up / spin down) (eV) = 3.87 / 3.87
- LUMO energy (spin up / spin down) (Ha) = -0.006 / -0.006
- molar mass (g mol⁻¹) = 744.35
- HOMO energy (spin up / spin down) (eV) = -4.03 / -4.03
- ΔE to the lowest compared entry with this formula, charge and spin (kcal per mole) = 97.3
- 2S+1 = 1

Geometry (Å):
H -2.66007 -3.28451 -3.85669
C -2.86512 -2.50732 -4.62980
O -1.12606 -2.45287 -1.78509
H -3.86963 -3.82238 -0.34495
C -2.03805 -1.28902 -4.36819
C 0.15982 -1.19890 3.91638
H -2.69746 -4.61059 -1.43929
H 2.44293 -0.45632 1.20435
Br 1.16058 -2.65853 3.19572
H 5.69909 -0.11636 1.84067
H -0.97660 -1.54059 -4.32443
H 2.31975 1.09210 4.22393
H 1.25459 3.45612 -1.86783
H -1.31835 2.74317 6.43530
H -2.00751 -1.04804 -2.18163
C 0.77592 -3.41447 -0.45300
C -2.10275 -2.66874 -0.70778
H -5.07789 1.02115 -1.75718
H -2.53083 -1.66966 -0.57950
H 2.41426 2.33127 -1.23017
H -0.48869 -4.42553 -1.92163
C -4.19811 0.35917 -1.67003
H 3.64593 2.23186 4.52073
H 5.19585 3.43983 2.19189
H -0.66435 4.21002 2.40202
H -1.40363 2.48454 -3.31266
H -3.49309 0.81920 -0.95646
C 2.88868 1.91973 3.78470
C -0.46643 0.18434 5.82269
Sn 0.58994 1.50817 0.73830
H 0.83436 -2.44231 0.05509
C -0.74828 1.29787 4.97612
H 3.88809 3.59761 1.00524
C -0.17283 0.66324 -0.92153
C -0.55044 2.01180 -3.81198
H -2.50805 -2.88980 -5.61102
H -0.04856 -0.46573 -0.87781
C -0.23775 -0.19295 3.02358
H 2.44304 2.72961 -2.92295
C 1.77937 2.53405 -2.08785
H -3.93853 -2.30333 -4.60543
O -2.37847 -0.62577 -3.02560
H -1.55729 -2.93212 0.21482
H -3.71579 -3.25888 -2.00605
H 3.00412 0.64153 -0.04989
C -0.64877 3.38584 3.14673
H 4.45988 -0.87529 2.86876
H -1.24141 0.93013 -0.78938
H -3.32622 1.22464 -3.43141
H -1.23326 4.67220 4.71635
H -4.45178 -0.64785 -1.32906
H 1.81973 0.05480 -4.41608
H 2.20896 2.76848 3.63571
H 0.60931 -3.17197 -2.57573
Si 3.76121 1.40034 2.20619
Si 0.56372 1.17162 -2.58805
C -3.14234 -3.65182 -1.14900
H 1.81672 -3.69218 -0.66657
H 0.35404 -4.13677 0.23907
C 2.56478 0.61483 0.96802
C 0.00032 -1.01802 5.28836
C 4.99332 0.06177 2.65715
Br -0.67957 0.32991 7.71273
C 1.57669 -0.21868 -3.36637
H 5.31387 2.58367 0.64462
C -1.04957 2.60420 5.39143
O -0.05652 -0.28166 1.73551
H 0.01261 2.79673 -4.33531
C -1.00942 3.63462 4.45336
H 0.26639 -1.84214 5.92903
C -3.62890 0.24209 -3.03927
H 2.53589 -0.38371 -2.84218
H 1.03572 -1.18010 -3.39042
C 4.61432 2.89140 1.43625
C -0.57580 1.09835 3.57190
C -0.03352 -3.43471 -1.72884
H -2.20279 -0.45863 -5.06924
N -0.35866 2.15045 2.71505
H -4.14372 -0.29465 -3.82918
H 5.56548 0.34274 3.55012
H -0.94644 1.32768 -4.56534

Entry 2:
The following is a DFT calculation (the ωB97M-V functional and the def2-TZVPD basis) of H24O28S4Zn2 as an isolated structure at a distorted geometry.

Values from the calculation:
- energy (eV) = -197878.095
- HOMO-LUMO gap (eV) = 1.78
- LUMO energy (Ha) = 0.122
- molar mass (g mol⁻¹) = 731.21
- net charge = -4
- HOMO energy (eV) = 1.54
- ΔE to the lowest compared entry with this formula, charge and spin (kcal per mole) = 465.7
- 2S+1 = 1

Geometry (Å):
H -0.12698 -4.38508 -5.67847
S 5.28935 0.08854 5.88968
O 3.56921 -3.87851 -0.33177
O -0.40627 1.84423 -1.96943
H -1.95974 3.78744 2.71931
O -1.72896 1.58742 -0.03632
O 0.24745 -5.81740 4.57552
O 5.91131 -4.52631 -0.67199
H -5.06797 -0.61290 -1.02928
H 5.02337 1.21834 -3.70910
H -4.27704 -5.91596 -2.47770
O 0.07384 -3.79148 -4.95492
H 3.68418 1.78319 -3.28551
O -1.75275 4.51005 3.31197
H 0.35473 -2.98121 -5.38014
H -6.07896 4.20478 -0.11031
H 0.11584 0.68653 -6.32482
Zn -0.48615 -4.38910 -1.33382
O -5.84660 -1.16369 -1.11062
H -2.57112 3.66941 -4.43012
O 0.60814 1.14579 0.03909
O 4.49374 1.41128 -2.93547
O -6.87849 4.71585 -0.23589
Zn 4.54057 1.39861 0.77829
S 4.92212 -3.94386 0.24818
O -3.23858 3.82772 -5.09770
H 1.62140 6.02916 -4.36649
O 4.22390 5.00604 0.86546
O -4.77313 -0.10543 3.39548
O 1.92673 5.65088 -3.54192
O -0.82598 -0.31210 -1.04789
O -1.61254 -7.11334 4.24634
H 4.25268 5.68459 1.53998
O -3.88683 -5.38768 -1.78138
O 5.25045 -2.49798 0.48457
H -4.38543 0.38551 2.67099
O 6.75280 -0.15363 5.83639
S -1.13832 -5.78340 4.09108
O 0.24295 -0.21835 4.48908
O 4.93753 0.68512 7.15466
H 3.83085 5.43805 0.10709
S -0.60144 1.07112 -0.75184
O -1.97674 -4.94054 4.96240
H 0.44719 0.19267 3.64909
H -7.58838 4.08937 -0.09509
H -2.17624 5.27259 2.91774
H 1.38500 4.87114 -3.42044
O 4.56906 -1.15952 5.74631
H -4.51593 -5.43688 -1.06162
H -5.74729 -1.82260 -0.42346
O -1.17432 -5.29673 2.71390
O 0.56425 0.19839 -7.01539
H -3.86466 4.41647 -4.67623
H 1.09459 -0.46910 4.84694
H 0.81521 0.86416 -7.65570
O 4.85414 -4.62945 1.50931
H -5.71187 0.06925 3.32858
O 4.79615 0.92853 4.82337

Entry 3:
The following is a DFT calculation (the ωB97M-V functional and the def2-TZVPD basis) of C19H24NO5 as an isolated structure at a distorted geometry.

Values from the calculation:
- energy (eV) = -31796.347
- HOMO-LUMO gap (eV) = 7.52
- LUMO energy (Ha) = -0.096
- molar mass (g mol⁻¹) = 346.40
- net charge = +1
- HOMO energy (eV) = -10.14
- ΔE to the lowest compared entry with this formula, charge and spin (kcal per mole) = 383.5
- 2S+1 = 1

Geometry (Å):
H 2.09630 -2.01299 0.54563
C 2.26571 0.47267 0.65774
C -2.15263 -0.28334 -0.89098
H 4.22364 -1.05944 -0.77550
H -1.58576 -0.45394 3.18241
C 1.79186 -1.60058 1.64073
H 1.10390 -3.75073 1.63627
C -2.78606 0.09097 -2.04386
C 2.09455 -0.42967 -3.44652
C -1.28980 0.37842 2.41900
O 0.38968 2.30137 2.14953
C 0.73724 -2.74852 1.70282
C 1.12854 0.08121 -3.01979
H -0.03323 -2.52540 1.17324
H 0.51533 3.12460 2.77628
H -4.86763 0.48178 -4.22128
H 0.21011 0.41866 -3.33127
C 0.14941 1.04003 2.84323
H -3.36766 0.76299 -4.81271
C -3.02247 1.65895 -2.23909
H 0.27327 1.11453 -0.93639
H 0.90011 -0.66807 3.56628
H -1.93932 -1.61379 -0.86058
H 2.03621 -1.15155 -4.42738
H 0.34675 -0.53401 1.24229
H -0.11057 1.52167 4.03660
C -1.89706 0.37036 0.19807
O 0.38122 -2.74913 3.20931
H 2.49208 -1.84581 2.25717
H -2.80369 3.49046 -1.24899
H 3.42132 0.43941 1.12728
H 1.75979 1.58263 0.77338
H -2.06545 1.15933 2.47854
C 1.24608 0.24244 2.90036
C 3.06447 -1.22837 -2.69538
O -3.42293 2.07641 -3.40286
C -2.75080 2.35751 -0.99352
C 1.09746 0.51725 -1.44241
H 2.17676 0.69792 3.25529
O -1.20585 -0.01474 1.22012
C -3.75204 0.47207 -3.96753
C 3.26411 -0.65315 -1.35898
C 2.15145 0.16387 -0.64086
H -1.81756 2.38902 0.95276
N 1.34840 -0.43582 1.62642
H 3.78120 -1.65280 -3.13484
O -3.14377 -0.45123 -3.26073
H -0.17401 -3.40258 3.42373
C -2.25866 1.85913 0.15693

Entry 4:
The following is a DFT calculation (the ωB97M-V functional and the def2-TZVPD basis) of C47H42F12N6O3PtSi as an isolated structure at a distorted geometry.

Values from the calculation:
- energy (eV) = -108244.238
- HOMO-LUMO gap (eV) = 5.23
- LUMO energy (Ha) = 0.146
- molar mass (g mol⁻¹) = 1190.03
- net charge = -2
- HOMO energy (eV) = -1.27
- ΔE to the lowest compared entry with this formula, charge and spin (kcal per mole) = 0.0
- 2S+1 = 1

Geometry (Å):
H -2.56344 4.84849 -1.76568
H -0.02733 -4.39709 -2.71236
H -1.20621 -6.53353 0.15050
H 0.83074 -5.45071 1.39728
F 4.41410 0.15678 0.38486
Si -1.01044 -3.46932 -0.01391
H -2.77779 -5.57276 4.21302
H -3.71803 -1.72459 -4.84934
C 3.31238 2.76386 0.76062
C -3.04964 -5.05986 3.29635
C -2.69949 0.70080 1.73004
C 2.35629 0.84942 -0.66294
N 1.05165 -0.49252 2.91662
H -5.79558 4.40213 -0.17313
C -1.55754 2.01396 8.29675
C -2.42478 -1.17770 -3.21956
H -0.16848 3.92118 1.81803
F -4.75130 -0.16170 0.80813
F -4.98192 1.02938 2.60463
C -1.82596 0.76660 8.80737
H -3.00486 -4.75865 -1.92197
H 2.71343 0.84052 2.67055
C -1.79641 -1.60378 -2.05354
C -2.08122 -4.76905 2.34468
H -4.77656 2.22658 0.72676
H -0.98667 -2.10589 2.93939
N -0.20808 1.69313 0.46975
C 1.93442 4.29934 1.94021
H -1.05692 -5.08302 2.52446
C 0.09970 1.16243 6.72889
C -3.23698 -2.04851 -3.93230
N -1.15159 -1.65406 8.56062
H -2.55204 0.61372 9.59503
H 5.14651 4.77532 1.24957
C -0.61469 2.20647 7.26365
C -4.15032 0.16218 1.96463
F 4.65560 1.31874 -1.43087
C 0.72686 -4.54375 -1.93614
H 4.30984 2.47387 0.46319
C 2.50551 -0.20752 4.59687
H 1.93805 -5.88603 0.07762
C 0.82284 3.59975 1.52029
N -0.30704 -2.25095 7.80885
F -0.93205 1.50764 3.18394
H 2.37508 -1.55380 6.77272
C 2.20883 2.03368 0.32116
H -0.45420 3.20166 6.87017
H -0.26764 -3.14931 4.18960
H -4.94802 5.15340 -1.53699
C -4.69465 -3.97460 1.92963
C -0.17017 -0.10300 7.26380
O -0.04176 -2.40432 0.65026
H -3.97534 -3.07781 0.12456
C -5.12690 4.21069 -1.01578
H 3.31100 0.06543 5.26028
H -1.27326 -1.76342 4.65627
C -2.81530 -3.75370 -2.28898
H -0.47970 3.74118 -1.05987
C -2.24363 1.28764 3.12841
Pt -0.08560 -0.30956 0.65101
C -3.44012 -3.34027 -3.45921
C -1.41545 2.30991 0.21904
O -2.00787 -0.41194 1.39492
C 2.19758 0.15235 3.32221
H 1.80704 5.17156 2.57656
C 0.91741 2.43216 0.73506
C 1.21890 -5.12946 0.42456
C -0.66999 -6.26254 -0.76390
C -2.59974 4.02688 -1.05527
C -3.82610 3.59342 -0.56242
H 0.80168 1.30890 5.91851
C -1.11751 -0.30953 8.26595
F -2.83543 2.47632 3.41132
H -2.27703 -0.16249 -3.57056
C -1.96560 -2.90554 -1.56892
H 1.27738 -3.60412 -1.82624
C 4.45268 4.58595 2.07264
H -5.12635 -4.88663 3.82798
C -2.38268 -4.06421 1.17283
C -4.36627 -4.66820 3.08614
C 1.45435 -1.77443 6.23404
C 0.08925 -4.94278 -0.59826
C -1.43191 3.40899 -0.66362
H -5.71656 -3.65274 1.76316
H -1.16254 -0.91644 -1.49711
C -2.65698 1.87114 0.72862
N 0.29939 -1.35444 7.00981
N 1.51917 -1.10562 4.97599
H 4.98424 3.98596 2.81752
C 0.66230 -1.24370 3.90759
F 2.33392 2.68948 -2.29346
H 1.74442 -4.18407 0.57116
F -4.14991 -0.94292 2.71210
O 1.70056 -0.29596 -0.39050
C -3.81872 2.53169 0.33058
F 2.44308 0.69954 -3.11120
F 3.96971 -0.71169 -1.52327
C 3.21095 3.87745 1.58634
H -2.08566 2.87355 8.68966
C 3.85146 0.41145 -0.81224
H -4.08622 -4.02321 -4.00099
H -5.64932 3.54214 -1.70698
H 0.02519 -7.07951 -1.00672
H 1.36478 -2.85336 6.11928
C 1.92956 1.40948 -2.08346
H 4.19721 5.54276 2.53323
F 0.60823 1.40048 -2.23877
C -0.53714 -2.12077 3.93076
H 1.42893 -5.31823 -2.27773
H -1.40132 -6.20068 -1.57422
F -2.53553 0.47620 4.16926
C -3.71110 -3.66415 0.99716

Entry 5:
The following is a DFT calculation (the ωB97M-V functional and the def2-TZVPD basis) of C3H7NORb as an isolated structure at a distorted geometry.

Values from the calculation:
- energy (eV) = -7412.325
- HOMO-LUMO gap (eV) = 9.13
- LUMO energy (Ha) = -0.136
- molar mass (g mol⁻¹) = 158.56
- net charge = +1
- HOMO energy (eV) = -12.82
- ΔE to the lowest compared entry with this formula, charge and spin (kcal per mole) = 17.9
- 2S+1 = 1

Geometry (Å):
H -19.77940 -21.56001 -27.47213
Rb -19.53373 -18.41666 -22.58385
C -20.85647 -19.50019 -28.82885
C -20.24728 -20.80139 -26.84468
H -19.97239 -17.45022 -27.36228
H -21.27423 -21.14507 -26.72080
H -21.93863 -19.61733 -28.88642
H -20.61816 -18.60003 -29.39544
O -19.55950 -18.43346 -25.57310
C -19.88232 -18.38302 -26.78437
N -20.28568 -19.44518 -27.47807
H -19.76633 -20.97188 -25.88149
H -20.52555 -20.35180 -29.42328